The following is a DFT calculation (the ωB97M-V functional and the def2-TZVPD basis) of a cluster of 2 separate species, C34H43N4O in total at a distorted geometry.

Geometry (Å):
C -3.465 -0.466 1.771
C -2.862 0.717 2.518
C -1.378 0.914 2.215
N -0.607 -0.327 2.317
C 0.739 -0.256 2.417
C 1.519 0.857 2.628
C 2.955 0.552 2.392
C 3.031 -0.997 2.306
C 1.582 -1.500 2.200
C -1.171 -1.568 1.802
C -2.665 -1.739 2.030
H -4.496 -0.622 2.099
H -3.485 -0.259 0.694
H -3.393 1.639 2.265
H -2.981 0.571 3.597
H -1.262 1.351 1.204
H -0.976 1.657 2.916
H 1.082 1.823 2.835
H 3.322 0.978 1.443
H 3.613 0.922 3.179
H 3.629 -1.316 1.445
H 3.507 -1.402 3.208
H 1.378 -2.281 2.949
H 1.417 -1.955 1.209
H -0.949 -1.653 0.721
H -0.670 -2.417 2.288
H -2.824 -2.078 3.061
H -3.004 -2.550 1.378
C 7.707 3.466 8.363
N 7.207 2.987 7.096
C 7.860 2.007 6.402
O 8.907 1.461 6.748
C 7.052 1.745 5.134
C 6.759 0.253 4.873
C 8.001 -0.528 4.644
C 8.926 -0.396 3.619
N 9.984 -1.251 3.858
C 9.749 -1.972 5.025
C 10.554 -2.875 5.708
C 10.081 -3.371 6.931
C 8.849 -2.941 7.462
C 8.052 -2.014 6.780
C 8.497 -1.537 5.548
N 5.836 2.529 5.366
C 4.867 2.568 4.428
C 3.610 3.118 4.635
C 2.599 3.227 3.676
C 1.399 4.002 3.909
C 0.415 4.163 2.892
C -0.677 5.009 3.078
C -0.820 5.735 4.268
C 0.127 5.582 5.288
C 1.184 4.689 5.139
C 5.869 3.314 6.613
C 4.818 2.851 7.638
C 5.755 4.831 6.404
H 8.698 3.042 8.535
H 7.775 4.559 8.354
H 7.042 3.169 9.182
H 7.615 2.154 4.269
H 6.226 -0.158 5.748
H 6.085 0.175 4.000
H 8.888 0.270 2.763
H 10.812 -1.337 3.277
H 11.512 -3.166 5.278
H 10.675 -4.097 7.486
H 8.514 -3.335 8.424
H 7.105 -1.646 7.183
H 5.145 2.138 3.457
H 3.447 3.543 5.624
H 2.848 2.971 2.640
H 0.537 3.642 1.938
H -1.410 5.119 2.278
H -1.649 6.434 4.393
H 0.047 6.162 6.209
H 1.878 4.550 5.971
H 4.999 1.804 7.914
H 4.895 3.489 8.529
H 3.800 2.934 7.253
H 6.637 5.203 5.866
H 4.852 5.089 5.843
H 5.710 5.320 7.385

The value obtained for the relative energy (zero: lowest compared OMol25 entry of this formula, charge and spin) is 3.6 kJ/mol. As for the LUMO energy: -0.1707 hartree. For the HOMO energy, the calculation gives -9.600 eV. The total charge is +1. The value obtained for the total energy is -1615.401164 hartree.

=====

The following is a DFT calculation (the ωB97M-V functional and the def2-TZVPD basis) of a structure of composition C34H44Ge2N2O3PdS2 at a distorted geometry.

Geometry (Å):
Pd -0.748 0.210 -0.923
O 2.796 0.521 -2.496
C 2.074 0.986 -1.621
O 1.445 0.295 -0.720
C 1.933 2.471 -1.438
C 3.080 3.211 -1.159
C 2.993 4.557 -0.838
C 1.751 5.178 -0.798
C 0.607 4.456 -1.097
C 0.682 3.099 -1.423
S -0.810 2.282 -1.905
H 4.040 2.710 -1.195
H 3.891 5.119 -0.616
H 1.672 6.226 -0.534
H -0.365 4.932 -1.081
C -5.340 -1.724 -1.369
C -3.858 -1.462 -1.681
Ge -3.138 0.139 -0.801
C -3.980 1.736 -1.564
C -5.479 1.879 -1.254
C -3.641 0.061 1.078
C -2.742 0.070 2.068
Ge -0.873 0.169 1.478
C 0.286 -1.339 1.930
C 0.485 -1.673 3.415
C -0.007 1.885 1.800
C 0.247 2.283 3.261
C -3.100 0.041 3.522
C -2.112 0.129 4.500
C -2.420 0.107 5.854
C -3.739 0.000 6.260
C -4.741 -0.086 5.299
C -4.426 -0.067 3.951
H -5.670 -2.662 -1.824
H -5.988 -0.936 -1.749
H -5.514 -1.806 -0.293
H -3.693 -1.352 -2.755
H -3.263 -2.315 -1.358
H -3.805 1.718 -2.642
H -3.434 2.594 -1.175
H -6.073 1.076 -1.691
H -5.867 2.819 -1.653
H -5.667 1.880 -0.177
H -4.708 0.032 1.311
H 1.240 -1.073 1.466
H -0.106 -2.203 1.399
H 0.901 -0.836 3.981
H 1.183 -2.507 3.512
H -0.449 -1.968 3.894
H -0.617 2.639 1.299
H 0.929 1.816 1.245
H -0.680 2.424 3.817
H 0.800 3.225 3.298
H 0.845 1.537 3.792
H -1.078 0.224 4.202
H -1.626 0.175 6.589
H -3.988 -0.016 7.313
H -5.778 -0.168 5.604
H -5.225 -0.140 3.225
C 1.130 0.242 -4.934
C 1.690 -1.107 -5.386
C 2.202 -1.955 -4.232
N 1.059 -2.335 -3.380
C 0.964 -2.285 -2.079
S -0.622 -2.202 -1.343
N 2.053 -2.343 -1.284
C 3.323 -2.880 -1.566
O 3.495 -3.637 -2.489
C 4.389 -2.545 -0.576
C 5.525 -3.350 -0.580
C 6.554 -3.104 0.312
C 6.449 -2.053 1.216
C 5.320 -1.245 1.216
C 4.289 -1.485 0.317
H 0.656 0.771 -5.763
H 1.924 0.874 -4.532
H 0.383 0.130 -4.146
H 2.528 -0.955 -6.067
H 0.930 -1.671 -5.939
H 2.891 -1.373 -3.622
H 2.713 -2.847 -4.579
H 0.158 -2.373 -3.837
H 1.923 -1.855 -0.404
H 5.580 -4.166 -1.288
H 7.437 -3.731 0.306
H 7.251 -1.862 1.919
H 5.238 -0.421 1.913
H 3.439 -0.813 0.293

The value obtained for the relative energy (zero: lowest compared OMol25 entry of this formula, charge and spin) is 0.0 kJ/mol. As for the LUMO energy: -0.0485 hartree. For the HOMO energy, the calculation gives -8.032 eV. The total charge is 0. The value obtained for the total energy is -6735.373516 hartree.

=====

The following is a DFT calculation (the ωB97M-V functional and the def2-TZVPD basis) of a cluster of 6 separate species, C34H44N5O2P in total at a distorted geometry.

Geometry (Å):
C -3.599 0.747 1.055
C -2.882 -0.374 0.934
C -1.402 -0.450 1.185
O -0.813 -0.621 2.220
O -0.801 -0.331 -0.013
C 0.618 -0.078 -0.016
C 0.930 0.927 -1.106
C 2.403 0.874 -1.504
C 2.857 2.144 -2.237
C 3.980 1.900 -3.262
C 3.554 2.067 -4.720
P 2.285 0.800 -5.324
H -3.559 1.443 1.885
H -4.342 0.977 0.298
H -3.360 -1.319 0.688
H 1.132 -1.020 -0.211
H 0.919 0.291 0.961
H 0.272 0.770 -1.963
H 0.716 1.931 -0.727
H 2.990 0.747 -0.590
H 2.586 -0.005 -2.126
H 1.982 2.560 -2.744
H 3.177 2.879 -1.498
H 4.420 0.909 -3.110
H 4.785 2.611 -3.062
H 3.191 3.082 -4.915
H 4.431 1.919 -5.363
H 3.288 -0.220 -5.277
H 2.056 1.552 -6.513
H 1.408 1.052 -4.234
H 1.336 -0.211 -5.812
C -8.956 2.218 2.795
C -8.195 1.139 2.375
C -6.889 1.367 1.967
N -6.321 2.571 1.949
C -7.064 3.600 2.354
C -8.376 3.477 2.785
H -9.979 2.085 3.124
H -8.603 0.136 2.364
H -6.264 0.545 1.634
H -6.582 4.571 2.329
H -8.930 4.350 3.104
C -13.100 -0.090 6.269
C -11.813 0.374 6.492
C -11.340 1.411 5.701
N -12.052 1.987 4.735
C -13.286 1.530 4.532
C -13.854 0.500 5.268
H -13.506 -0.897 6.864
H -11.186 -0.054 7.261
H -10.338 1.801 5.848
H -13.848 2.013 3.740
H -14.862 0.173 5.057
C 9.126 -0.801 -1.625
C 8.715 -0.074 -2.732
C 7.359 -0.004 -3.013
N 6.422 -0.600 -2.279
C 6.828 -1.296 -1.219
C 8.159 -1.425 -0.852
H 10.174 -0.884 -1.364
H 9.430 0.431 -3.367
H 7.002 0.560 -3.869
H 6.048 -1.773 -0.637
H 8.431 -2.004 0.020
C 14.294 -0.828 2.094
C 12.987 -0.630 2.509
C 11.966 -0.805 1.587
N 12.173 -1.151 0.318
C 13.433 -1.336 -0.069
C 14.523 -1.189 0.776
H 15.118 -0.702 2.784
H 12.758 -0.347 3.528
H 10.932 -0.660 1.878
H 13.577 -1.616 -1.107
H 15.526 -1.354 0.406
C -4.143 -3.860 -1.119
C -3.020 -3.372 -1.767
C -2.922 -3.547 -3.140
N -3.848 -4.161 -3.872
C -4.921 -4.626 -3.236
C -5.116 -4.501 -1.868
H -4.259 -3.744 -0.048
H -2.234 -2.863 -1.224
H -2.059 -3.175 -3.680
H -5.661 -5.124 -3.853
H -6.010 -4.899 -1.406

As for the LUMO energy: 0.0265 hartree. Its SMILES is C=CC(=O)OCCCCCC[PH4].c1ccncc1.c1ccncc1.c1ccncc1.c1ccncc1.c1ccncc1. For the HOMO energy, the calculation gives -7.864 eV. The total charge is 0. The value obtained for the total energy is -2087.376445 hartree.